1.
DFT (ωB97M-V/def2-TZVPD) results for 2 unconnected molecules or ions with the total composition C3H8FNS in a non-equilibrium geometry.

```
! RIJCOSX wB97M-V def2-TZVPD def2/J DEFGRID3
* xyz 0 1
C 0.522 -1.348 0.707
C -0.485 1.120 -1.396
C -0.824 -2.088 0.810
N 0.912 3.187 -1.185
F -0.903 -2.922 1.919
S -0.633 2.688 -1.035
H 1.416 -1.957 1.128
H 0.742 -0.751 -0.225
H 0.527 -0.555 1.421
H -0.925 -2.710 0.026
H -1.553 0.756 -1.230
H -1.611 -1.337 0.913
H 1.244 3.541 -0.334
H 1.570 2.377 -1.520
*
```

**Orbital gap**: 9.4 eV
**LUMO energy**: 0.0 eV
**HOMO**: -9.45 eV
**Energy above the lowest of the compared OMol25 structures with the same formula, charge and spin**: 3.568 eV
**E**: -671.7714 Eh

These are the natural (NBO) partial charges, in e, on atoms 1 to 8: -0.6816, -0.6162, 0.0666, -1.0295, -0.3729, 0.7054, 0.2202, 0.2527



2.
DFT (ωB97M-V/def2-TZVPD) results for 2 unconnected molecules or ions with the total composition C7H16O in a non-equilibrium geometry.

```
! RIJCOSX wB97M-V def2-TZVPD def2/J DEFGRID3
* xyz 0 1
C -1.324 0.086 -0.648
C -0.471 1.098 -0.709
C -0.885 2.391 -1.417
C -2.162 3.012 -0.846
C 0.830 1.211 0.027
C 1.108 0.148 1.099
C 1.330 -1.268 0.585
H -1.202 -0.731 0.048
H -2.244 0.057 -1.222
H -1.052 2.077 -2.451
H -0.043 3.076 -1.363
H -2.015 4.020 -0.469
H -2.956 3.016 -1.601
H -2.640 2.384 -0.091
H 0.927 2.154 0.527
H 1.609 1.091 -0.734
H 0.284 0.073 1.817
H 1.989 0.440 1.653
H 1.943 -1.850 1.277
H 1.931 -1.327 -0.306
H 0.499 -1.891 0.270
O 1.193 -5.348 1.470
H 0.907 -4.633 0.897
H 2.138 -5.444 1.320
*
```

**Orbital gap**: 10.0 eV
**LUMO energy**: 0.8 eV
**HOMO**: -9.21 eV
**Energy above the lowest of the compared OMol25 structures with the same formula, charge and spin**: 1.326 eV
**SMILES**: C=C(CC)CCC.O
**E**: -351.5052 Eh

These are the natural (NBO) partial charges, in e, on atoms 1 to 8: -0.4421, 0.0587, -0.4460, -0.6161, -0.4391, -0.3965, -0.6196, 0.1944



3.
DFT (ωB97M-V/def2-TZVPD) results for a molecular structure, C26H45AuBN7O2.

```
! RIJCOSX wB97M-V def2-TZVPD def2/J DEFGRID3
* xyz 2 3
Au 0.412 0.270 0.266
C -2.490 -3.580 -2.207
C -1.258 -3.062 -1.550
C -0.062 -3.712 -1.315
C 0.775 -2.803 -0.673
N 0.098 -1.647 -0.536
N -1.149 -1.809 -1.072
B -2.207 -0.673 -1.076
N -2.501 -0.271 0.381
N -1.495 -0.020 1.245
C -1.982 0.052 2.497
C -3.364 -0.120 2.401
C -3.657 -0.332 1.067
C -4.974 -0.603 0.427
C -1.205 0.206 3.785
C -1.707 -0.859 4.771
C -1.462 1.607 4.357
C 0.291 0.001 3.579
N -1.638 0.526 -1.857
N -0.395 0.992 -1.611
C -0.036 1.854 -2.581
C -1.124 1.960 -3.447
C -2.106 1.109 -2.975
C -3.449 0.818 -3.551
C 1.303 2.532 -2.775
C 1.147 4.031 -2.485
C 1.726 2.325 -4.237
C 2.384 1.945 -1.875
C 2.187 -3.081 -0.222
C 2.153 -4.254 0.769
C 3.019 -3.467 -1.454
C 2.825 -1.877 0.451
H -2.333 -4.614 -2.505
H -3.345 -3.544 -1.531
H -2.739 -3.000 -3.096
H 0.173 -4.730 -1.577
H -3.207 -1.043 -1.594
H -4.066 -0.115 3.217
H -5.755 -0.568 1.184
H -5.203 0.138 -0.338
H -4.995 -1.588 -0.040
H -2.765 -0.736 4.995
H -1.555 -1.865 4.376
H -1.157 -0.771 5.709
H -2.525 1.773 4.529
H -0.947 1.716 5.314
H -1.104 2.382 3.675
H 0.508 -0.953 3.088
H 0.716 0.819 3.004
H 0.796 -0.010 4.546
H -1.179 2.570 -4.332
H -3.604 1.439 -4.430
H -3.537 -0.226 -3.849
H -4.242 1.033 -2.834
H 0.392 4.481 -3.129
H 0.853 4.202 -1.447
H 2.094 4.543 -2.670
H 1.013 2.767 -4.930
H 2.692 2.804 -4.405
H 1.823 1.264 -4.474
H 2.194 2.196 -0.838
H 2.467 0.859 -1.986
H 3.353 2.374 -2.141
H 1.726 -5.147 0.314
H 3.169 -4.494 1.089
H 1.563 -4.007 1.653
H 2.612 -4.348 -1.949
H 3.050 -2.653 -2.181
H 4.042 -3.696 -1.150
H 2.280 -1.579 1.352
H 3.841 -2.131 0.760
H 2.898 -1.025 -0.230
N 4.067 2.865 2.385
C 2.640 3.274 2.164
C 1.954 2.115 1.475
O 0.758 2.251 1.074
O 2.576 1.054 1.314
H 4.385 3.031 3.340
H 4.709 3.342 1.752
H 4.094 1.849 2.171
H 2.591 4.179 1.563
H 2.163 3.469 3.122
*
```

**Orbital gap (alpha / beta)**: 9.0 / 5.2 eV
**LUMO energy (alpha / beta)**: -5.3 / -9.0 eV
**HOMO (alpha / beta)**: -14.27 / -14.25 eV
**Energy above the lowest of the compared OMol25 structures with the same formula, charge and spin**: 0.469 eV
**E**: -1711.5443 Eh

These are the Mulliken partial charges, in e, on atoms 1 to 8: 0.5411, -1.3991, 0.5404, -1.0721, -0.5494, 0.9903, 0.3888, -0.2739



4.
DFT (ωB97M-V/def2-TZVPD) results for 2 unconnected molecules or ions with the total composition C4H10N2O2 in a non-equilibrium geometry.

```
! RIJCOSX wB97M-V def2-TZVPD def2/J DEFGRID3
* xyz 0 1
C -1.587 -0.938 -1.173
N -0.547 -0.051 -0.675
C -0.722 0.887 0.426
N -1.948 0.805 1.070
O 0.004 1.869 0.478
H -1.867 -1.644 -0.389
H -1.212 -1.502 -2.025
H -2.463 -0.362 -1.479
H 0.207 0.104 -1.331
H -2.555 0.006 0.967
H -2.141 1.587 1.675
C 2.651 0.227 0.173
C 1.380 -0.527 0.429
O 1.204 -1.691 0.144
H 3.017 0.011 -0.831
H 2.474 1.297 0.264
H 3.397 -0.034 0.921
H 0.708 -0.044 1.358
*
```

**Orbital gap**: 9.9 eV
**LUMO energy**: 0.8 eV
**HOMO**: -9.08 eV
**Energy above the lowest of the compared OMol25 structures with the same formula, charge and spin**: 2.976 eV
**SMILES**: CNC(N)=O.CC=O
**E**: -418.3516 Eh

These are the natural (NBO) partial charges, in e, on atoms 1 to 8: -0.4154, -0.6542, 0.7837, -0.8539, -0.6593, 0.1923, 0.2232, 0.1897



5.
DFT (ωB97M-V/def2-TZVPD) results for a molecular structure, C52H76BeN13O6 in a non-equilibrium geometry.

```
! RIJCOSX wB97M-V def2-TZVPD def2/J DEFGRID3
* xyz 1 1
Be 17.725 15.648 14.492
N 16.149 17.272 13.010
O 17.196 16.998 13.784
O 16.197 18.300 12.317
O 15.263 16.445 13.010
C 14.526 10.033 12.139
C 14.148 8.935 13.112
C 14.282 9.615 14.455
O 15.508 10.444 14.261
C 15.362 11.007 12.980
H 13.585 10.556 11.779
H 15.032 9.754 11.199
H 14.744 8.058 13.014
H 13.145 8.586 12.943
H 14.466 8.995 15.321
H 13.463 10.252 14.779
H 16.329 11.243 12.597
H 14.883 11.980 13.075
C 15.598 14.337 17.490
C 14.593 14.266 16.299
C 15.658 13.955 15.132
O 16.778 14.841 15.495
C 16.800 15.035 16.971
H 15.799 13.297 17.740
H 15.185 14.837 18.352
H 14.159 15.269 16.041
H 13.773 13.606 16.327
H 15.329 14.191 14.105
H 16.055 12.954 15.150
H 16.674 16.143 17.131
H 17.771 14.726 17.402
C 11.330 10.846 18.889
C 10.645 11.869 18.082
C 11.670 13.047 18.016
O 12.798 12.587 18.730
C 12.779 11.179 18.496
H 11.077 9.769 18.583
H 11.250 11.081 19.940
H 9.737 12.240 18.497
H 10.358 11.490 17.051
H 11.274 13.957 18.456
H 12.038 13.194 16.967
H 13.549 10.808 19.183
H 13.091 10.842 17.491
C 19.145 19.089 11.017
C 19.381 17.635 11.267
N 19.826 16.574 11.479
H 18.542 19.484 11.831
H 18.611 19.211 10.124
H 20.164 19.546 11.083
C 21.331 16.966 16.491
C 20.100 16.361 15.975
N 19.105 16.023 15.538
H 21.624 17.503 15.610
H 22.108 16.215 16.649
H 21.183 17.581 17.385
C 19.667 21.388 15.015
C 20.177 20.083 14.635
N 20.536 19.053 14.346
H 18.752 21.207 15.653
H 19.361 21.856 14.089
H 20.529 21.993 15.478
C 18.872 13.183 11.257
C 18.417 13.962 12.361
N 18.131 14.702 13.158
H 18.030 12.651 10.756
H 19.626 12.446 11.528
H 19.368 13.865 10.518
N 9.374 14.955 14.343
C 9.510 16.305 14.690
C 8.906 16.537 15.883
C 8.275 15.289 16.240
C 8.614 14.346 15.276
H 9.932 14.488 13.621
H 10.072 16.925 14.003
H 8.846 17.481 16.317
H 7.655 15.113 17.125
H 8.559 13.246 15.126
N 14.534 13.194 9.869
C 14.931 14.245 10.645
C 16.009 14.820 10.011
C 16.199 14.147 8.801
C 15.289 13.126 8.775
H 13.790 12.657 10.212
H 14.371 14.557 11.489
H 16.516 15.693 10.378
H 16.969 14.258 8.091
H 15.112 12.371 8.075
N 16.777 19.722 15.364
C 16.433 20.799 14.657
C 16.077 21.841 15.535
C 16.508 21.365 16.797
C 16.872 20.060 16.684
H 17.074 18.796 15.062
H 16.351 20.700 13.593
H 15.540 22.720 15.203
H 16.529 21.940 17.729
H 17.312 19.362 17.349
N 11.904 15.135 12.186
C 12.371 14.866 13.488
C 12.368 13.511 13.637
C 11.874 12.945 12.415
C 11.738 14.001 11.504
H 11.814 16.059 11.757
H 12.692 15.632 14.228
H 12.611 12.943 14.519
H 11.902 11.877 12.203
H 11.435 13.917 10.483
N 13.027 18.120 10.968
C 11.981 17.766 10.240
C 10.820 18.158 10.925
C 11.167 18.725 12.127
C 12.585 18.697 12.116
H 13.982 17.772 10.774
H 12.112 17.275 9.284
H 9.863 18.030 10.502
H 10.566 19.204 12.913
H 13.279 19.048 12.871
N 12.273 17.211 16.677
C 12.755 18.267 15.906
C 13.845 18.743 16.599
C 14.022 18.013 17.801
C 13.039 17.062 17.761
H 11.505 16.627 16.420
H 12.350 18.530 14.955
H 14.398 19.651 16.404
H 14.707 18.268 18.639
H 12.768 16.237 18.397
N 18.318 10.505 14.615
C 19.401 10.145 13.865
C 20.478 10.887 14.457
C 20.001 11.690 15.531
C 18.669 11.344 15.638
H 17.350 10.237 14.446
H 19.275 9.358 13.135
H 21.529 10.752 14.095
H 20.483 12.418 16.210
H 17.909 11.622 16.256
N 17.269 14.087 21.296
C 16.562 15.124 20.734
C 17.459 16.166 20.457
C 18.785 15.622 20.609
C 18.633 14.328 21.122
H 16.944 13.189 21.553
H 15.510 15.126 20.651
H 17.138 17.096 20.190
H 19.745 16.094 20.347
H 19.371 13.711 21.628
*
```

**Orbital gap**: 8.2 eV
**LUMO energy**: -1.7 eV
**HOMO**: -9.90 eV
**E**: -3204.7032 Eh

These are the Mulliken partial charges, in e, on atoms 1 to 8: -1.4924, 0.1504, 0.5281, -0.6664, 0.2873, -0.2211, -0.8690, -0.2378



6.
DFT (ωB97M-V/def2-TZVPD) results for 4 unconnected molecules or ions with the total composition C21H28BBr2N3O12 in a non-equilibrium geometry.

```
! RIJCOSX wB97M-V def2-TZVPD def2/J DEFGRID3
* xyz 0 1
C -1.742 -5.532 3.134
C -1.244 -4.068 3.330
B -1.576 -3.136 2.125
O -2.718 -2.344 2.194
C -0.714 -3.029 0.758
C -0.276 -4.398 0.496
N 0.036 -5.511 0.360
C 0.579 -2.128 0.891
C 1.564 -2.647 -0.081
N 2.374 -2.966 -0.847
O 0.397 -0.797 0.430
N -0.949 -0.373 0.416
O -1.057 0.583 -0.230
C 1.218 -2.224 2.271
Br 2.531 -3.602 2.490
C 0.927 -1.417 3.277
C -0.101 -0.339 3.175
Br 1.784 -1.595 4.958
H -2.452 -5.656 2.330
H -2.156 -5.868 4.069
H -0.895 -6.166 2.937
H -0.199 -4.099 3.613
H -1.772 -3.660 4.182
H -3.411 -2.802 1.709
H -1.288 -2.754 -0.116
H -1.019 -0.650 2.702
H -0.361 -0.028 4.169
H 0.318 0.535 2.706
C -2.471 5.054 0.807
C -1.842 4.558 2.086
C -0.481 3.926 1.908
O -0.446 2.977 2.984
C -1.728 2.627 3.261
O -2.042 1.710 3.944
O -2.594 3.463 2.644
H -3.419 5.549 1.013
H -1.814 5.762 0.301
H -2.684 4.221 0.136
H -1.811 5.357 2.830
H 0.336 4.637 1.997
H -0.385 3.386 0.962
C 3.012 0.313 -1.458
C 3.924 1.315 -2.119
C 5.397 1.041 -1.929
O 5.961 2.359 -1.978
C 5.006 3.227 -1.562
O 5.198 4.360 -1.282
O 3.796 2.614 -1.509
H 1.969 0.540 -1.684
H 3.225 -0.699 -1.800
H 3.119 0.351 -0.373
H 3.675 1.415 -3.179
H 5.818 0.415 -2.712
H 5.623 0.599 -0.956
C -0.952 1.128 -3.279
C -1.546 0.963 -4.656
C -2.831 0.169 -4.692
O -2.788 -0.423 -5.995
C -1.481 -0.544 -6.346
O -1.085 -1.179 -7.260
O -0.694 0.165 -5.495
H -0.063 1.758 -3.319
H -1.668 1.585 -2.597
H -0.640 0.164 -2.877
H -1.673 1.938 -5.135
H -3.718 0.787 -4.581
H -2.855 -0.630 -3.946
*
```

**Orbital gap**: 8.7 eV
**LUMO energy**: -1.0 eV
**HOMO**: -9.79 eV
**Energy above the lowest of the compared OMol25 structures with the same formula, charge and spin**: 0.295 eV
**SMILES**: CCB(O)[C@H](C#N)[C@@](C#N)(ON=O)/C(Br)=C(\C)Br.C[C@@H]1COC(=O)O1.C[C@@H]1COC(=O)O1.C[C@@H]1COC(=O)O1
**E**: -7056.9647 Eh

These are the natural (NBO) partial charges, in e, on atoms 1 to 8: -0.5799, -0.8547, 1.1786, -0.9374, -0.7156, 0.2739, -0.2821, 0.1296



Please write out number 1 again, unchanged.
DFT (ωB97M-V/def2-TZVPD) results for 2 unconnected molecules or ions with the total composition C3H8FNS in a non-equilibrium geometry.

```
! RIJCOSX wB97M-V def2-TZVPD def2/J DEFGRID3
* xyz 0 1
C 0.522 -1.348 0.707
C -0.485 1.120 -1.396
C -0.824 -2.088 0.810
N 0.912 3.187 -1.185
F -0.903 -2.922 1.919
S -0.633 2.688 -1.035
H 1.416 -1.957 1.128
H 0.742 -0.751 -0.225
H 0.527 -0.555 1.421
H -0.925 -2.710 0.026
H -1.553 0.756 -1.230
H -1.611 -1.337 0.913
H 1.244 3.541 -0.334
H 1.570 2.377 -1.520
*
```

**Orbital gap**: 9.4 eV
**LUMO energy**: 0.0 eV
**HOMO**: -9.45 eV
**Energy above the lowest of the compared OMol25 structures with the same formula, charge and spin**: 3.568 eV
**E**: -671.7714 Eh

These are the natural (NBO) partial charges, in e, on atoms 1 to 8: -0.6816, -0.6162, 0.0666, -1.0295, -0.3729, 0.7054, 0.2202, 0.2527